--- i ---
A gas-phase ion, C5H13N2 (charge +1). Source: the OMol25 dataset; level of theory: ωB97M-V/def2-TZVPD.

The geometry in XYZ format:
```
20
C5H13N2 ωB97M-V/def2-TZVPD
N -0.06 0.73 -2.77
H -1.31 0.67 3.35
N -1.03 -1.06 -0.66
H -1.10 -2.04 -0.78
C 1.02 -0.40 0.54
H 2.11 -0.24 0.37
H -0.81 0.40 -2.20
H -0.74 -0.93 2.72
H 1.08 -1.35 1.06
C 0.89 0.05 -1.92
H 1.98 -0.05 -2.06
H 0.06 1.71 -2.33
H -1.64 -0.78 0.13
H 0.05 0.67 -3.79
H -1.80 0.22 1.69
C 0.46 0.57 1.58
C 0.35 -0.60 -0.75
H 0.17 1.55 1.09
H 1.22 0.76 2.35
C -0.91 0.12 2.37
```

Results
HOMO level: -0.4968 Eh
SMILES: CCC/C(N)=C/[NH3+]
E_LUMO: -3.8 eV
Charge: +1

***

--- ii ---
2 unconnected molecules or ions with the total composition C5H13N2. Source: the OMol25 dataset; level of theory: ωB97M-V/def2-TZVPD.

The geometry in XYZ format:
```
20
C5H13N2 ωB97M-V/def2-TZVPD
H 0.19 0.47 -0.33
H -2.17 -3.02 1.33
C -0.51 -1.34 0.29
H -1.55 -0.99 0.24
H -0.80 -3.25 2.65
C 0.16 2.58 -0.53
H 0.13 3.23 -2.59
H 0.71 3.04 1.43
H 1.30 -0.91 -0.48
C 1.07 2.73 0.43
C -1.12 -3.32 1.59
H 1.44 2.00 -2.16
N -0.24 -2.54 0.74
H 0.66 -2.90 0.66
N 0.38 -0.54 -0.28
H -1.08 -4.40 1.38
H -0.27 1.51 -2.38
H 2.16 2.54 0.25
C 0.42 2.31 -1.98
H -0.90 2.78 -0.24
```

Results
HOMO level: -0.4859 Eh
E_LUMO: -3.6 eV
Charge: +1

***

--- iii ---
A gas-phase ion, C5H13N2 (charge +1). Source: the OMol25 dataset; level of theory: ωB97M-V/def2-TZVPD.

The geometry in XYZ format:
```
20
C5H13N2 ωB97M-V/def2-TZVPD
C 0.73 0.86 -0.93
H 1.65 1.25 1.14
C -0.60 1.59 2.11
H -1.05 -0.09 0.86
H 0.03 -0.46 2.20
H 1.64 0.85 -1.54
H -0.59 -3.02 -0.54
H -0.43 1.64 3.19
H 1.69 -0.45 0.63
N -0.43 0.07 -1.45
H 0.37 1.86 -0.70
C -0.18 0.27 1.42
C 1.13 0.49 0.57
C -0.37 -1.28 -1.56
H -1.20 0.62 -1.78
H -1.68 1.82 2.06
H -0.04 2.42 1.66
N -0.17 -2.10 -0.55
H -1.02 -1.50 -2.41
H 0.57 -1.92 0.10
```

Results
HOMO level: -0.5465 Eh
SMILES: CCCCNC=[NH2+]
E_LUMO: -5.0 eV
Charge: +1

***

--- iv ---
A gas-phase ion, C5H13N2 (charge +1). Source: the OMol25 dataset; level of theory: ωB97M-V/def2-TZVPD.

The geometry in XYZ format:
```
20
C5H13N2 ωB97M-V/def2-TZVPD
H 1.28 -1.31 -0.18
H -3.19 -0.50 -0.01
H 1.08 1.76 -0.05
H 3.33 0.14 0.00
H 1.34 -0.28 1.29
C 1.38 0.84 -0.53
H -0.48 -2.42 1.34
C 0.92 -0.38 0.27
H -3.37 1.20 -0.04
C -1.15 -1.83 0.72
H -1.36 -2.42 -0.17
N 2.90 0.85 -0.61
H 0.97 0.78 -1.53
H -2.07 -1.74 1.29
H 3.22 0.71 -1.57
H 3.25 1.77 -0.33
C -1.41 0.52 0.05
N -2.76 0.40 -0.13
H -1.09 1.55 -0.02
C -0.58 -0.49 0.35
```

Results
HOMO level: -0.4046 Eh
SMILES: C/C(=C\N)CC[NH3+]
E_LUMO: -3.7 eV
Charge: +1

***

Energy ordering: iv at the bottom, the next structure 22.1 kJ/mol above.

***

--- i ---
2 unconnected molecules or ions with the total composition C5H13N2. Source: the OMol25 dataset; level of theory: ωB97M-V/def2-TZVPD.

The geometry in XYZ format:
```
20
C5H13N2 ωB97M-V/def2-TZVPD
H 0.79 -1.32 2.32
C -2.52 0.55 -0.69
H -2.63 -0.29 -1.44
H -0.15 0.77 -1.87
H 2.47 -0.45 -1.26
H 1.18 -1.31 -1.58
C 0.23 0.74 0.27
C 0.89 -1.60 1.26
H -2.07 1.48 -0.93
H -3.04 0.44 0.23
C 1.42 -0.42 -1.04
H 2.01 -0.18 0.93
H -0.04 2.56 0.77
H 0.06 -2.06 0.85
H -0.76 1.63 1.88
N -0.06 1.67 1.16
N 1.17 -0.43 0.47
H 1.71 -2.37 1.22
C 0.68 0.89 -1.17
H 1.17 1.82 -1.42
```

Results
HOMO level (alpha / beta): -0.4485 / -0.4414 Eh
E_LUMO (alpha / beta): -4.0 / -3.1 eV
Charge: +1

***

--- ii ---
2 unconnected molecules or ions with the total composition C5H13N2. Source: the OMol25 dataset; level of theory: ωB97M-V/def2-TZVPD.

The geometry in XYZ format:
```
20
C5H13N2 ωB97M-V/def2-TZVPD
H 2.67 1.92 -0.09
H 2.20 0.47 -0.92
H -1.38 0.34 -2.04
C 1.73 0.34 1.21
C -0.87 -1.88 0.24
H 1.65 0.97 2.08
C 2.15 0.91 0.09
H -1.25 -1.89 1.31
C -1.35 1.76 0.27
H -1.18 2.10 -0.68
N -0.74 -0.53 -0.14
H -1.27 0.39 1.60
H 0.26 -2.38 0.22
N -1.18 0.51 0.59
H 0.55 0.19 -1.83
C -0.50 -0.28 -1.53
H 1.53 -0.78 1.30
H -1.34 -2.56 -0.37
H -0.46 -1.11 -2.21
H -1.67 2.46 1.15
```

Results
HOMO level: -0.5016 Eh
E_LUMO: -4.3 eV
Charge: +1

***

Energy ordering: ii at the bottom, the next structure 35.3 kJ/mol above.

***

--- i ---
A gas-phase ion, C5H13N2 (charge +1). Source: the OMol25 dataset; level of theory: ωB97M-V/def2-TZVPD.

The geometry in XYZ format:
```
20
C5H13N2 ωB97M-V/def2-TZVPD
H 0.56 -1.41 0.74
H -2.99 0.73 1.78
C 0.06 -0.80 -1.43
H -2.29 0.20 3.35
H -2.25 1.92 2.92
H -0.87 -0.41 -1.89
C -0.93 0.10 0.59
C -2.18 0.90 2.50
H 3.22 0.33 -1.23
C 1.14 0.18 -2.08
H 1.21 0.00 -3.14
H 0.96 1.14 -1.63
H -0.09 0.34 2.37
C 0.01 -0.74 0.06
H 2.76 -1.11 -1.96
N 2.44 -0.31 -1.41
H 0.19 -1.81 -2.00
H 2.08 -0.57 -0.47
H -1.94 0.18 0.19
N -0.90 0.65 1.82
```

Results
HOMO level: -0.4283 Eh
SMILES: CN/C=C/CC[NH3+]
E_LUMO: -3.2 eV
Charge: +1

***

--- ii ---
2 unconnected molecules or ions with the total composition C5H13N2. Source: the OMol25 dataset; level of theory: ωB97M-V/def2-TZVPD.

The geometry in XYZ format:
```
20
C5H13N2 ωB97M-V/def2-TZVPD
C 0.05 -1.65 -0.74
C -0.83 1.27 0.23
C 1.49 2.02 0.30
H 3.43 2.93 0.51
H 0.24 -3.40 0.12
H 1.03 -1.72 -1.17
H -1.28 1.98 0.92
H 1.53 1.54 1.29
H 0.09 2.65 -1.06
H -1.68 0.90 -0.38
H -0.56 -0.79 -0.94
H 2.48 3.29 -1.06
C -1.79 -2.81 0.35
H -1.66 -2.93 1.44
N -0.36 -2.64 -0.08
C 2.50 2.79 -0.11
H -2.24 -1.91 0.19
H -2.26 -3.70 -0.14
N 0.34 1.77 -0.50
H -0.53 0.41 0.84
```

Results
HOMO level: -0.4161 Eh
E_LUMO: -5.0 eV
Charge: +1

***

Energy ordering: i at the bottom, the next structure 84.0 kJ/mol above.

***

--- i ---
A molecular structure, C5H13N2. Source: the OMol25 dataset; level of theory: ωB97M-V/def2-TZVPD.

The geometry in XYZ format:
```
20
C5H13N2 ωB97M-V/def2-TZVPD
H 0.81 1.59 -0.95
C -0.43 0.33 3.53
C 0.91 -1.18 -2.95
C -1.09 0.62 2.38
N -0.81 -0.60 0.26
H -0.99 0.24 4.48
H -0.14 -0.56 -0.87
C 1.04 0.94 -1.81
H -0.81 -1.39 0.92
H 1.59 1.43 -2.59
H 0.71 0.15 3.53
C -0.37 0.61 1.05
H -0.03 -1.59 -3.27
H -2.19 0.71 2.38
N 0.58 -0.25 -1.85
H -1.81 -0.43 0.19
H 1.45 -0.67 -3.73
H -0.64 1.52 0.49
H 0.69 0.57 1.34
H 1.53 -2.03 -2.53
```

Results
HOMO level: -0.5000 Eh
E_LUMO: -3.7 eV
Charge: +1

***

--- ii ---
A gas-phase ion, C5H13N2 (charge +1). Source: the OMol25 dataset; level of theory: ωB97M-V/def2-TZVPD.

The geometry in XYZ format:
```
20
C5H13N2 ωB97M-V/def2-TZVPD
C 0.02 0.76 0.21
H -2.62 1.36 0.92
H -0.94 -1.15 0.46
C -2.30 0.35 1.19
N 2.34 -1.18 0.39
H -1.10 -0.10 -1.86
H 3.26 -1.57 0.51
C 0.99 0.45 -0.82
H 1.68 -1.91 0.17
H 1.07 1.11 -1.69
C -1.26 -0.13 0.20
H -0.31 1.80 0.08
H 0.48 0.63 1.19
N -1.84 -0.10 -1.16
H 2.76 0.82 0.03
H -1.94 0.37 2.22
H -3.17 -0.30 1.18
C 2.31 -0.05 -0.49
H -2.35 -0.97 -1.34
H 2.92 -0.18 -1.40
```

Results
HOMO level: -0.5088 Eh
E_LUMO: -7.2 eV
Charge: +1

***

--- iii ---
2 unconnected molecules or ions with the total composition C5H13N2. Source: the OMol25 dataset; level of theory: ωB97M-V/def2-TZVPD.

The geometry in XYZ format:
```
20
C5H13N2 ωB97M-V/def2-TZVPD
C 1.60 1.42 -0.41
C -1.73 -0.08 0.63
N -2.68 0.60 1.40
H 1.96 0.85 1.63
H -3.62 0.69 1.04
H 1.42 -1.63 0.86
H -0.44 -1.48 -1.66
H 1.47 2.47 -0.08
H 0.19 -0.25 -0.64
H -0.95 -0.54 1.19
H 3.11 -1.28 0.66
H -2.68 0.30 2.42
C 2.11 -1.01 0.29
C 1.84 0.46 0.56
N -0.50 -0.52 -1.37
C -1.78 -0.20 -0.72
H 1.59 1.26 -1.51
H -2.55 0.13 -1.39
H 2.03 -1.29 -0.76
H -0.38 0.08 -2.15
```

Results
HOMO level: -0.4807 Eh
E_LUMO: -3.0 eV
Charge: +1

***

--- iv ---
3 unconnected molecules or ions with the total composition C5H13N2. Source: the OMol25 dataset; level of theory: ωB97M-V/def2-TZVPD.

The geometry in XYZ format:
```
20
C5H13N2 ωB97M-V/def2-TZVPD
H 4.37 -1.27 1.12
H -4.69 1.59 0.71
H 4.19 -1.54 -0.74
H -1.56 0.83 -1.82
C 3.82 -0.99 0.15
H -1.74 -0.86 -1.51
C -0.98 0.01 -1.37
H -3.80 0.28 0.30
H 4.13 0.03 0.09
H -0.74 0.65 1.88
C -0.53 0.11 0.03
H -0.07 -0.05 -1.99
N -1.09 0.71 0.96
C 2.43 -1.41 0.41
C 1.51 -0.50 0.19
H 1.87 0.44 -0.01
H 2.27 -2.49 0.64
H -3.52 1.96 -0.39
H -2.12 1.20 0.98
N -3.76 1.29 0.36
```

Results
HOMO level: -0.5043 Eh
E_LUMO: -3.6 eV
Charge: +1

***

Energy ordering: i at the bottom, the next structure 17.8 kJ/mol above.